Version A
{"formula": "C2H16O5", "method": "ωB97M-V/def2-TZVPD", "elements": ["C", "C", "H", "H", "H", "H", "H", "H", "H", "H", "O", "H", "H", "O", "H", "H", "O", "H", "H", "O", "H", "H", "O"], "positions_angstrom": [[0.04, 2.35, 0.64], [0.42, 0.97, 0.08], [0.82, 2.60, 1.35], [-0.95, 2.17, 1.07], [-0.01, 3.17, -0.07], [0.05, 0.69, -0.92], [1.47, 1.09, -0.22], [0.39, 0.12, 0.76], [3.06, 0.26, 2.75], [2.86, 0.04, 4.16], [3.24, 0.73, 3.59], [-1.28, -3.54, 2.46], [-0.48, -2.35, 2.04], [-0.85, -2.77, 2.84], [-1.51, 1.24, -4.31], [-1.67, 2.06, -3.02], [-1.07, 1.42, -3.45], [0.11, -1.94, -0.63], [-1.24, -2.37, -0.61], [-0.45, -2.56, -0.13], [-1.05, -0.35, -2.85], [-1.12, -1.85, -3.06], [-0.77, -1.19, -2.45]], "molar_mass_g_mol": 120.1, "charge": 0, "gap_ev": 10.8056, "smiles": "CC.O.O.O.O.O"}


Version B
{"formula": "C2H16O5", "method": "ωB97M-V/def2-TZVPD", "elements": ["C", "C", "H", "H", "H", "H", "H", "H", "H", "H", "O", "H", "H", "O", "H", "H", "O", "H", "H", "O", "H", "H", "O"], "positions_angstrom": [[2.39, -1.64, 1.14], [1.39, -0.63, 0.53], [1.89, -2.27, 1.89], [3.23, -1.05, 1.61], [2.82, -2.36, 0.41], [0.53, -0.71, 1.10], [1.60, 0.49, 0.50], [1.28, -0.99, -0.49], [-0.16, -4.11, 2.47], [-0.99, -3.43, 1.46], [-0.42, -3.25, 2.18], [-0.68, 2.35, -0.80], [0.60, 1.95, -0.07], [0.26, 2.60, -0.70], [-0.34, -0.35, -2.26], [-0.05, 0.99, -2.61], [-0.73, 0.35, -2.82], [-1.91, 2.05, 1.09], [-2.04, 0.68, 1.84], [-2.10, 1.15, 1.02], [-2.84, 2.41, -2.17], [-1.50, 2.66, -2.85], [-2.24, 3.11, -2.49]], "molar_mass_g_mol": 120.1, "charge": 0, "gap_ev": 11.7414, "smiles": "CC.O.O.O.O.O"}


The data favor version A; the next most stable structure lies 35.0 kJ/mol above it.


Version A
{"formula": "C4H29NO13", "method": "ωB97M-V/def2-TZVPD", "elements": ["O", "C", "N", "C", "C", "O", "C", "O", "H", "H", "H", "H", "H", "H", "H", "H", "H", "H", "H", "O", "H", "H", "O", "H", "H", "O", "H", "H", "O", "H", "H", "O", "H", "H", "O", "H", "H", "O", "H", "H", "O", "H", "H", "O", "H", "H", "O"], "positions_angstrom": [[2.77, 1.12, 2.21], [1.54, 1.22, 2.18], [0.94, 0.67, 1.10], [-0.44, 0.53, 0.81], [-0.91, -0.91, 1.24], [-1.16, -1.68, 0.04], [-1.47, 1.53, 1.51], [-1.87, 2.46, 0.46], [1.03, 1.79, 2.98], [1.59, 0.39, 0.37], [-0.59, 0.66, -0.31], [-0.09, -1.48, 1.71], [-1.81, -1.15, 1.86], [-0.39, -1.65, -0.54], [-2.31, 0.99, 1.89], [-0.95, 2.25, 2.14], [-2.58, 1.99, 0.00], [-1.74, -1.40, -3.03], [-2.67, -1.70, -1.82], [-2.64, -1.64, -2.78], [1.52, -2.89, 0.46], [2.45, -4.11, 0.34], [1.53, -3.83, 0.27], [3.45, 1.63, -1.92], [3.22, 1.83, -0.51], [2.86, 2.16, -1.35], [2.88, -1.11, -0.87], [1.59, -1.12, -1.93], [1.92, -1.24, -1.04], [3.36, 0.06, 1.00], [4.78, -0.41, 0.50], [3.84, -0.62, 0.47], [0.24, -0.67, 5.19], [0.44, -0.98, 3.78], [0.10, -0.26, 4.32], [-1.70, 1.48, -2.32], [-2.48, 0.14, -1.93], [-1.64, 0.63, -1.85], [0.96, -0.40, -4.19], [-0.57, -0.77, -3.98], [0.32, -0.88, -3.65], [-1.15, 3.01, -1.13], [-1.13, 4.42, -1.80], [-1.06, 3.48, -1.98], [-3.35, -1.02, 0.36], [-4.30, -1.49, 1.31], [-4.31, -1.04, 0.45]], "molar_mass_g_mol": 299.3, "charge": 0, "gap_ev": 9.8351, "smiles": "O=CNC(CO)CO.O.O.O.O.O.O.O.O.O.O"}


Version B
{"formula": "C4H29NO13", "method": "ωB97M-V/def2-TZVPD", "elements": ["C", "N", "C", "C", "C", "O", "O", "H", "H", "H", "H", "H", "H", "H", "H", "H", "O", "H", "H", "O", "H", "H", "O", "H", "H", "O", "H", "H", "O", "H", "H", "O", "H", "H", "O", "H", "H", "O", "H", "H", "O", "H", "H", "O", "H", "H", "O"], "positions_angstrom": [[-0.11, 0.07, 1.18], [-0.61, -0.78, 2.09], [-0.28, -0.67, 3.51], [-1.06, -2.08, 1.62], [-1.60, -1.94, 0.21], [-1.21, -2.61, -0.71], [-0.28, -0.09, -0.02], [0.38, 0.92, 1.67], [-1.04, -0.04, 3.98], [-0.28, -1.66, 3.93], [0.71, -0.24, 3.68], [-1.94, -2.38, 2.19], [-0.25, -2.80, 1.66], [-2.44, -1.26, 0.10], [2.56, -1.38, 0.97], [2.81, -0.22, 1.84], [2.18, -0.97, 1.77], [-0.49, 1.20, -3.07], [-1.39, 0.26, -3.62], [-1.33, 1.23, -3.55], [-1.31, 1.93, -1.19], [-1.05, 3.36, -1.44], [-0.71, 2.65, -0.86], [-3.57, 0.37, 2.12], [-3.37, 0.04, 0.73], [-4.03, -0.11, 1.41], [0.67, -2.83, -0.50], [1.64, -1.63, -0.81], [1.59, -2.60, -0.68], [2.69, -2.07, -3.05], [2.90, -2.92, -1.87], [3.43, -2.44, -2.53], [4.00, -1.28, -1.29], [4.88, -0.66, -0.19], [3.96, -0.66, -0.52], [-3.34, 1.56, -1.73], [-4.24, 1.13, -0.53], [-3.64, 1.80, -0.85], [1.40, 1.10, -2.59], [0.64, 0.13, -1.60], [1.01, 0.20, -2.51], [0.97, 2.83, -1.39], [2.42, 2.35, -1.57], [1.69, 2.77, -2.04], [-0.38, 3.80, 2.38], [-1.29, 3.16, 1.36], [-1.29, 3.48, 2.28]], "molar_mass_g_mol": 299.3, "charge": 0, "gap_ev": 10.4718, "smiles": "CN(C=O)CC=O.O.O.O.O.O.O.O.O.O.O.O"}


The data favor version B; the next most stable structure lies 158.0 kJ/mol above it.